1.
{
  "formula": "C8H26F4N4O12PbS4",
  "method": "ωB97M-V/def2-TZVPD",
  "gap_ha": 0.32648,
  "charge": 0,
  "multiplicity": 1,
  "total_energy_ev": -98700.4023,
  "elements": ["H", "S", "O", "H", "C", "H", "O", "C", "H", "N", "H", "C", "H", "C", "H", "C", "Pb", "H", "O", "C", "O", "S", "H", "H", "H", "H", "O", "O", "F", "F", "O", "O", "C", "O", "O", "H", "F", "H", "H", "O", "O", "N", "F", "N", "H", "H", "S", "H", "H", "N", "H", "H", "H", "H", "S", "H", "H", "C", "H"],
  "xyz": [[0.63, 2.67, -0.54], [-2.14, -0.04, -3.30], [-2.61, -0.68, 1.24], [-3.76, -1.74, 2.69], [-2.88, -1.11, 2.54], [3.04, 3.45, -2.93], [1.30, 0.90, 1.92], [1.94, 0.91, -2.93], [3.10, 6.12, -1.39], [0.63, 1.83, -1.11], [2.72, 1.59, -1.04], [-1.69, -1.98, 4.70], [4.22, 5.20, -0.28], [-1.63, -1.85, 3.15], [-3.40, 0.14, -0.44], [2.28, 3.34, -2.15], [-0.36, -0.41, 0.07], [-1.73, 2.16, 1.90], [-2.75, -2.67, -3.16], [-3.74, -0.20, 0.54], [-0.50, -2.53, -4.17], [-1.37, -2.18, -3.05], [2.90, 1.02, -3.43], [1.34, 3.81, -2.42], [-0.70, 2.65, 0.91], [4.35, 4.84, -1.85], [2.77, 4.01, -0.99], [2.94, -3.10, -1.20], [3.07, -1.07, -0.04], [-1.54, 1.33, -2.72], [1.00, -3.85, 2.29], [3.45, -3.17, 1.22], [3.57, 5.16, -1.16], [1.07, -4.88, -0.01], [-1.67, 0.14, -4.66], [-3.12, -0.25, 3.16], [-0.83, -3.36, -2.02], [1.30, 1.86, 1.91], [1.85, -0.04, -2.42], [-3.50, 0.14, -2.97], [-1.23, 1.89, 1.13], [1.17, -2.18, 0.20], [-0.96, -3.61, 0.66], [-1.16, -0.96, -2.20], [1.05, 0.94, -3.56], [-0.25, -0.42, 3.21], [0.72, -3.77, 0.85], [-4.04, 0.73, 1.02], [-2.75, -2.15, 4.90], [-0.45, -1.28, 2.73], [-1.09, -2.77, 5.15], [2.20, 0.67, 2.14], [-0.02, 2.09, -1.84], [-1.47, -1.06, 5.25], [2.61, -2.62, 0.11], [0.41, -1.81, 2.85], [-4.56, -0.91, 0.50], [1.92, 1.88, -1.72], [-1.65, -2.85, 2.74]]
}

---

2.
{
  "formula": "C8H5BrClN2OPPt",
  "method": "ωB97M-V/def2-TZVPD",
  "gap_ha": 0.11776,
  "charge": 2,
  "multiplicity": 1,
  "total_energy_ev": -108482.8696,
  "elements": ["P", "O", "N", "Cl", "C", "C", "Pt", "Br", "C", "H", "H", "N", "C", "C", "H", "C", "H", "C", "C", "H"],
  "xyz": [[3.57, -0.26, -0.56], [3.87, -1.62, 0.21], [-2.08, 1.11, 0.29], [4.74, 1.14, 0.23], [0.91, -0.75, -0.65], [-0.42, -0.47, -0.49], [-5.05, -1.41, 1.31], [-4.74, 0.61, 0.15], [1.88, 0.19, -0.24], [2.27, 2.16, 0.58], [-3.38, -1.73, -1.03], [-1.37, -1.38, -0.89], [-2.95, 0.20, -0.09], [1.50, 1.46, 0.31], [-0.12, 2.65, 0.98], [-2.60, -1.06, -0.70], [1.19, -1.70, -1.08], [-0.80, 0.79, 0.11], [0.20, 1.73, 0.51], [3.38, -1.69, 1.05]]
}

---

3.
{
  "formula": "C2H3NOS3",
  "method": "ωB97M-V/def2-TZVPD",
  "gap_ha": 0.32069,
  "charge": 0,
  "multiplicity": 1,
  "total_energy_ev": -38164.7458,
  "elements": ["S", "N", "C", "O", "H", "S", "H", "H", "S", "C"],
  "xyz": [[2.20, -1.37, -0.97], [0.17, 0.69, -0.90], [-0.03, 0.15, 0.20], [0.08, -0.58, -2.99], [-1.87, 1.00, 1.02], [0.96, -1.35, 0.62], [-1.11, -0.41, 1.90], [-0.53, 1.22, 2.06], [1.02, 0.15, -2.22], [-0.88, 0.50, 1.27]]
}